(a)
Density functional theory data (ωB97M-V/def2-TZVPD) for C6H11NO as an isolated structure.

XYZ file:
```
19
Properties=species:S:1:pos:R:3
C 0.2091 0.8078 -1.0022
C -0.5977 -1.1149 1.9358
C -1.1225 0.6115 -0.5425
N 0.4989 0.4890 -2.3866
C 0.9927 -0.1859 0.0807
C -2.4206 0.6929 -0.5589
C 2.2118 0.1613 0.6227
O -0.3327 -0.0240 1.0509
H 0.5525 1.8186 -0.7720
H 0.1275 -0.4265 -2.6208
H 1.5119 0.4316 -2.4818
H 0.9409 -1.1959 -0.3309
H -1.5331 -0.8904 2.4511
H 0.2007 -1.1936 2.6739
H -0.6886 -2.0616 1.3932
H -3.0474 0.2373 0.2017
H -2.9181 1.2302 -1.3650
H 3.0390 -0.5343 0.6101
H 2.3756 1.1470 1.0408
```

HOMO energy (alpha / beta), eV: -6.67 / -6.67
LUMO energy (alpha / beta), eV: 0.42 / 0.42
Frontier orbital gap (alpha / beta), eV: 7.09 / 7.09

Results of the natural (NBO) charge analysis, in e, for atoms 1 through 5: -0.235, -0.261, 0.409, -0.810, 0.023

---

(b)
Density functional theory data (ωB97M-V/def2-TZVPD) for C6H11NO as an isolated structure.

XYZ file:
```
19
Properties=species:S:1:pos:R:3
C -0.0469 -0.3686 -0.8692
C -1.5334 -0.1576 -1.0761
C 0.8012 -0.1993 -2.1100
C -0.0699 0.0653 1.9361
N 1.0713 -0.3504 2.5737
O -1.1424 -0.4927 2.0433
H 0.1177 -1.3739 -0.4634
H 0.9176 -0.9699 3.3577
H 1.8132 0.3177 2.7075
H 0.4779 -0.8702 -2.9069
H -1.7403 0.8296 -1.4860
H -2.0666 -0.2627 -0.1318
H -1.9260 -0.9086 -1.7617
H 0.7293 0.8229 -2.4778
H 1.8445 -0.4143 -1.8849
C 0.5461 0.6772 0.2352
C -0.1848 1.4428 1.0691
H -1.2028 1.7178 0.8422
H 1.5940 0.4949 0.4029
```

HOMO energy, eV: -8.26
LUMO energy, eV: 0.36
Frontier orbital gap, eV: 8.61

Results of the natural (NBO) charge analysis, in e, for atoms 1 through 5: -0.252, -0.628, -0.604, 0.667, -0.843

---

(c)
Density functional theory data (ωB97M-V/def2-TZVPD) for the molecule C6H11NO.

XYZ file:
```
19
Properties=species:S:1:pos:R:3
C -1.6253 0.0470 1.1157
C -0.6354 1.3435 1.3280
C 0.5315 0.9056 0.3625
C 1.7686 0.3888 -0.5471
N 1.1523 -0.6501 -1.3724
C 0.1570 -1.6926 -0.8967
C -0.7661 -0.7790 0.0194
O 0.4290 -0.4460 0.7461
H -1.6949 -0.5209 2.0467
H -2.6564 0.3706 0.9096
H -0.3468 1.4235 2.3739
H -1.1672 2.2681 1.0876
H -0.0037 1.2036 -0.5667
H 2.5984 -0.0259 0.0101
H 2.1789 1.1136 -1.2707
H 0.7672 -0.2434 -2.2183
H -0.2662 -2.0289 -1.8562
H 0.6354 -2.5600 -0.3998
H -1.0562 -0.1176 -0.8718
```

HOMO energy, eV: -8.39
SMILES string: C1C[C@H]2CNC[C@@H]1O2
LUMO energy, eV: 1.01
Frontier orbital gap, eV: 9.40

Results of the natural (NBO) charge analysis, in e, for atoms 1 through 5: -0.374, -0.376, -0.005, -0.158, -0.614

---

(d)
Density functional theory data (ωB97M-V/def2-TZVPD) for the molecule C6H11NO.

XYZ file:
```
19
Properties=species:S:1:pos:R:3
C -2.0921 -1.2965 1.2936
C -1.7595 -0.0157 1.1605
O -2.6363 0.9727 1.4864
C -0.2465 0.4562 0.7269
C 0.3713 1.3880 1.4507
N -0.0020 -0.0041 -0.5109
C 1.5020 0.1260 -1.0113
C 1.6553 -0.6771 -2.2847
H -1.3935 -2.0834 1.0708
H -3.0358 -1.5769 1.7326
H -2.2397 1.8225 1.2572
H -0.0714 1.7552 2.3614
H 1.3720 1.7119 1.2298
H -0.3893 -0.9145 -0.7163
H 2.1993 -0.2154 -0.2353
H 1.6741 1.1901 -1.1875
H 0.9401 -0.3428 -3.0339
H 2.6588 -0.5581 -2.6931
H 1.4934 -1.7381 -2.0968
```

HOMO energy, eV: -8.33
SMILES string: C=C(O)C(=C)NCC
LUMO energy, eV: 0.89
Frontier orbital gap, eV: 9.22

Results of the natural (NBO) charge analysis, in e, for atoms 1 through 5: -0.538, 0.316, -0.677, 0.168, -0.573

---

In terms of stability, (d) leads; the second structure lies 1.371 eV higher.